Entry 1:
{"formula": "C22H28BiCl4N2O4", "method": "ωB97M-V/def2-TZVPD", "gap_ev": [3.13, 3.13], "charge": -1, "species": ["Bi", "Cl", "N", "N", "C", "C", "C", "C", "C", "C", "H", "H", "H", "H", "H", "H", "C", "C", "C", "C", "H", "H", "H", "H", "H", "H", "O", "H", "H", "O", "H", "H", "C", "C", "C", "H", "H", "C", "C", "H", "C", "C", "C", "C", "H", "C", "H", "H", "H", "H", "H", "H", "H", "H", "Cl", "C", "Cl", "Cl", "C", "O", "O"], "xyz": [[-0.28569, 0.00272, 0.83045], [1.58685, -0.05288, -0.74781], [0.32275, 2.41403, 0.41070], [0.24378, -2.43216, 0.43876], [-0.11301, 3.01723, -0.68804], [-0.17862, -3.03455, -0.66658], [1.24900, 3.30845, 1.16284], [1.57191, 4.37687, 0.11706], [2.41240, 2.46758, 1.52978], [0.61784, 3.76565, 2.48114], [2.86899, 2.01821, 0.64209], [2.06750, 1.68023, 2.22070], [3.15614, 3.10894, 2.00082], [-0.27870, 4.40793, 2.37883], [1.36575, 4.34266, 3.04525], [0.36720, 2.88101, 3.10013], [1.13261, -3.34097, 1.22013], [1.44487, -4.43350, 0.19751], [0.45972, -3.75825, 2.52982], [2.31422, -2.53088, 1.59790], [2.79277, -2.09919, 0.71311], [3.03489, -3.18636, 2.08562], [1.98269, -1.72744, 2.27594], [-0.45537, -4.37237, 2.41497], [0.22562, -2.85417, 3.12669], [1.17514, -4.34944, 3.12029], [0.49219, -4.14005, -0.99694], [1.19513, -5.45191, 0.58036], [2.42463, -4.28446, -0.30042], [0.57853, 4.09968, -1.05083], [2.53315, 4.18288, -0.40210], [1.36723, 5.40679, 0.49407], [-1.38070, 2.58581, -1.43908], [-1.41790, -2.58343, -1.45878], [-1.49624, -1.25435, -2.22789], [-2.17831, -2.58982, -0.65805], [-1.63514, -3.41818, -2.14958], [-1.71773, 0.00683, -1.52239], [-1.48001, 1.26857, -2.22299], [-2.06294, 0.02208, -0.31300], [-1.65915, 1.27471, -3.63726], [-1.76119, 0.01857, -4.25901], [-1.81542, 2.57356, -4.45196], [-1.67161, -1.24257, -3.64513], [-1.67818, 0.02108, -5.38292], [-1.83429, -2.52917, -4.47738], [-1.89444, -2.29199, -5.55379], [-2.76251, -3.08001, -4.22170], [-0.93761, -3.15626, -4.36686], [-2.74265, 3.12377, -4.19034], [-1.87226, 2.35540, -5.53283], [-0.91676, 3.19465, -4.32521], [-1.61313, 3.43146, -2.11081], [-2.11397, 2.57627, -0.61505], [-0.77288, 1.48930, 5.96250], [-0.01379, 0.04042, 5.33052], [1.72804, 0.00975, 5.57578], [-0.82421, -1.36850, 5.98545], [-0.34237, 0.03248, 3.70298], [-1.54418, 0.04748, 3.40629], [0.73939, 0.00979, 2.93627]], "atomic_forces_ev_per_a": [[-2.304, 0.051, -0.858], [3.136, -0.045, -1.622], [-2.204, 1.588, -1.100], [-2.191, -1.583, -1.210], [0.805, -2.178, 1.855], [0.822, 2.200, 1.936], [-0.985, -0.956, -0.824], [-1.050, -0.243, -1.507], [1.302, -0.435, 0.108], [-0.381, 0.487, 0.184], [-0.138, -0.083, 0.192], [0.478, 0.285, -0.257], [0.241, -0.153, 0.341], [0.338, -0.434, -0.147], [-0.113, -0.079, -0.097], [0.003, 0.476, -0.445], [-0.956, 0.955, -0.848], [-1.014, 0.200, -1.545], [-0.402, -0.473, 0.188], [1.294, 0.435, 0.118], [-0.120, 0.070, 0.185], [0.222, 0.142, 0.329], [0.472, -0.299, -0.232], [0.367, 0.430, -0.132], [-0.019, -0.494, -0.420], [-0.103, 0.077, -0.097], [0.284, -0.967, 1.421], [0.483, 0.688, -0.666], [-0.406, -0.556, 0.733], [0.382, 0.994, 1.462], [-0.380, 0.604, 0.732], [0.444, -0.692, -0.683], [0.636, 0.444, -0.343], [0.580, -0.464, -0.282], [-1.089, 0.237, -0.531], [-0.291, 0.163, -0.064], [0.023, 0.380, 0.347], [2.842, 0.060, 2.058], [-1.092, -0.211, -0.485], [-1.043, -0.054, -2.764], [0.057, -0.095, 1.655], [0.256, 0.004, -2.217], [0.484, -0.688, -0.104], [0.072, 0.050, 1.695], [-0.588, 0.001, 1.078], [0.473, 0.675, -0.094], [-0.035, 0.095, 0.431], [0.615, 0.198, 0.062], [-0.433, -0.146, 0.110], [0.618, -0.209, 0.062], [-0.033, -0.108, 0.438], [-0.436, 0.152, 0.095], [-0.005, -0.374, 0.334], [-0.331, -0.141, -0.024], [0.159, 0.383, 0.338], [-0.253, -0.007, -2.255], [-0.075, 0.010, 0.457], [0.131, -0.400, 0.358], [0.104, -0.002, -0.166], [2.472, -0.025, 0.880], [-2.124, 0.057, 1.838]], "mulliken_charge": [-0.940, -0.638, 0.361, 0.349, 0.743, 0.735, 1.127, -0.760, -1.646, -1.287, 0.429, 0.179, 0.483, 0.384, 0.416, 0.049, 1.126, -0.753, -1.287, -1.660, 0.431, 0.478, 0.195, 0.388, 0.049, 0.412, -0.456, 0.279, 0.340, -0.460, 0.338, 0.285, -1.856, -1.825, 1.208, 0.169, 0.391, -0.669, 1.194, 0.039, 0.751, -1.131, -1.616, 0.739, -0.037, -1.627, 0.343, 0.315, 0.362, 0.313, 0.344, 0.359, 0.417, 0.153, -0.164, 0.696, -0.170, -0.164, 0.872, -0.282, 0.182]}

***

Entry 2:
{"formula": "C22H28BrIN4O8Y", "method": "ωB97M-V/def2-TZVPD", "gap_ev": 8.04, "de_lowest_kcal_mol": 22.72, "charge": -1, "species": ["Y", "O", "C", "O", "C", "N", "C", "C", "N", "C", "C", "N", "C", "C", "N", "C", "C", "C", "C", "O", "O", "C", "C", "O", "O", "C", "C", "O", "O", "H", "H", "H", "H", "H", "H", "H", "H", "H", "H", "H", "H", "H", "H", "H", "H", "H", "H", "H", "H", "H", "H", "H", "H", "Br", "C", "C", "C", "C", "C", "C", "I", "H", "H", "H", "H"], "xyz": [[-0.25758, 0.30930, 0.37813], [-1.31705, -3.86245, -0.14286], [-0.70317, -2.83072, 0.08094], [-1.19124, -1.68292, 0.39844], [0.81728, -2.83135, -0.01846], [1.31995, -1.71646, -0.84815], [2.78080, -1.64752, -0.72551], [3.22485, -0.96946, 0.55222], [2.78204, 0.42137, 0.60572], [3.57666, 1.28932, -0.26206], [2.85992, 1.70194, -1.54667], [1.48964, 2.12774, -1.30850], [0.73935, 2.25904, -2.55835], [0.39608, 0.92248, -3.18285], [-0.50567, 0.13652, -2.33624], [-0.41554, -1.30390, -2.63038], [0.91989, -1.92291, -2.25039], [-1.89902, 0.56488, -2.58862], [-2.81456, 0.32449, -1.39267], [-3.92091, -0.15392, -1.57174], [-2.29201, 0.73455, -0.29109], [1.44719, 3.40385, -0.58752], [0.18317, 3.53940, 0.25471], [-0.40507, 4.60350, 0.30559], [-0.09966, 2.44653, 0.87995], [2.74259, 0.89712, 1.99192], [1.76842, 0.07262, 2.83055], [2.02039, -0.12112, 4.00629], [0.74419, -0.35907, 2.17102], [1.15562, -3.79195, -0.41839], [1.19200, -2.70777, 0.99812], [3.17589, -1.09202, -1.57766], [3.22139, -2.65386, -0.77387], [4.32077, -1.04024, 0.62439], [2.81832, -1.50158, 1.40927], [4.51307, 0.79425, -0.54767], [3.87161, 2.17732, 0.29762], [2.84565, 0.85817, -2.23543], [3.44212, 2.50043, -2.03582], [1.29703, 2.86573, -3.28919], [-0.18070, 2.80365, -2.33571], [1.30520, 0.35655, -3.36969], [-0.06540, 1.09656, -4.16402], [-0.57408, -1.48087, -3.70458], [-1.23310, -1.80033, -2.10922], [1.70556, -1.51820, -2.88759], [0.85961, -2.99454, -2.47931], [-2.29838, 0.07835, -3.48334], [-1.90788, 1.64429, -2.74964], [1.54259, 4.25789, -1.26546], [2.27570, 3.44408, 0.12111], [2.37538, 1.92623, 1.99497], [3.72416, 0.87273, 2.47868], [-3.97583, 1.17411, 5.76212], [-4.25820, -0.09917, 4.38368], [-5.26299, -1.03701, 4.58193], [-5.51925, -1.99167, 3.60941], [-4.77584, -2.00538, 2.43924], [-3.77380, -1.06860, 2.23802], [-3.50538, -0.11489, 3.21553], [-1.99788, 1.25244, 2.79469], [-5.83664, -1.01262, 5.49935], [-6.30279, -2.72278, 3.77153], [-4.96763, -2.74367, 1.67089], [-3.19683, -1.07850, 1.32259]], "atomic_forces_ev_per_a": [[1.051, 0.027, -1.282], [-0.049, 0.026, 0.052], [-0.186, 0.151, 0.081], [-0.142, -0.787, -0.227], [0.177, 0.073, -0.009], [-0.162, -0.051, 0.085], [-0.042, -0.009, -0.069], [-0.023, 0.072, -0.027], [0.001, -0.005, 0.145], [-0.057, -0.040, 0.005], [-0.056, -0.049, 0.058], [-0.111, 0.109, -0.061], [0.047, -0.004, 0.081], [-0.045, -0.034, 0.002], [-0.230, -0.061, -0.011], [0.005, 0.071, 0.039], [0.002, -0.048, 0.075], [0.174, 0.045, -0.121], [-0.025, 0.045, 0.151], [-0.031, 0.036, 0.085], [-0.686, 0.018, -0.470], [0.155, -0.087, -0.097], [-0.147, -0.190, 0.116], [0.019, 0.002, 0.065], [0.065, 0.674, 0.167], [0.120, 0.061, -0.171], [-0.221, -0.206, -0.016], [-0.053, -0.001, 0.011], [0.647, -0.173, 0.867], [0.060, -0.059, -0.039], [0.019, 0.002, 0.018], [0.001, -0.004, -0.008], [0.020, -0.027, -0.017], [0.052, 0.002, 0.017], [-0.019, 0.008, 0.024], [0.063, 0.015, 0.004], [-0.019, 0.025, 0.019], [-0.016, -0.006, 0.006], [0.046, 0.011, -0.034], [0.015, 0.040, -0.028], [-0.006, 0.009, 0.035], [0.031, -0.018, 0.004], [0.011, -0.012, -0.056], [-0.001, -0.009, -0.050], [-0.017, 0.007, 0.028], [0.029, 0.025, -0.038], [0.033, -0.039, -0.009], [0.002, -0.018, -0.048], [0.003, 0.008, -0.035], [0.016, 0.041, -0.049], [0.009, 0.030, -0.031], [0.013, 0.022, 0.006], [0.068, 0.003, -0.004], [0.040, 0.002, -0.056], [-0.052, -0.132, -0.048], [-0.018, -0.016, 0.021], [-0.015, 0.019, 0.050], [0.032, 0.010, -0.037], [-0.101, -0.069, 0.036], [0.021, 0.008, -0.021], [-0.535, 0.417, 0.812], [0.014, -0.001, -0.027], [0.026, 0.033, 0.001], [0.017, 0.023, 0.012], [-0.038, -0.014, 0.018]], "mulliken_charge": [0.555, -0.790, 0.140, -0.070, -0.782, 1.401, -1.397, -1.438, 1.278, -1.939, -0.918, 1.288, -1.213, -1.538, 1.463, -1.444, -1.467, -0.696, 0.185, -0.756, -0.376, -0.775, 0.074, -0.763, -0.392, -0.534, 0.238, -0.759, -0.539, 0.439, 0.347, 0.516, 0.499, 0.341, 0.625, 0.441, 0.576, 0.349, 0.442, 0.429, 0.613, 0.515, 0.360, 0.404, 0.659, 0.743, 0.392, 0.339, 0.434, 0.301, 0.424, 0.322, 0.366, -0.228, 0.009, -0.413, -0.443, -0.992, 0.053, -0.001, 0.572, 0.355, 0.340, 0.420, 0.413]}

***

Calculated values (Eh) of electronic energy for the records, taken in order: -3320.8703; -4586.4829.